# 1
ORCA calculation (ωB97M-V/def2-TZVPD) on a molecular structure, C32H21Cl2MoN3O7S.

The geometry in XYZ format:
```
67
Properties=species:S:1:pos:R:3:lowdin_spin:R:1
Mo -0.680 -0.113 -0.107 1.67
O 1.128 -1.154 -1.141 0.02
C 1.718 -0.903 -2.193 0.01
C 1.401 0.160 -3.115 0.01
C 2.228 0.363 -4.223 0.00
C 1.925 1.388 -5.083 0.01
C 0.817 2.219 -4.887 0.00
C -0.011 2.025 -3.811 0.01
C 0.269 0.988 -2.892 0.00
O -0.501 0.783 -1.875 0.04
N 2.792 1.622 -6.243 0.00
O 2.514 2.555 -6.969 0.00
O 3.738 0.875 -6.396 0.00
H 2.586 -1.526 -2.461 0.00
H 3.087 -0.265 -4.409 0.00
H 0.629 3.009 -5.599 0.00
H -0.876 2.648 -3.642 0.00
C 4.585 1.885 1.250 0.00
C 3.967 0.651 1.135 0.00
C 2.594 0.577 0.943 0.00
C 1.853 1.745 0.872 0.00
C 2.460 2.988 0.995 0.00
C 3.828 3.050 1.181 0.00
N 0.429 1.629 0.679 0.01
N -0.223 2.685 0.872 0.04
C -1.617 2.527 0.743 0.01
C -2.387 3.669 0.938 0.00
C -3.760 3.566 0.823 0.01
C -4.331 2.337 0.515 0.00
C -3.549 1.205 0.321 0.02
C -2.163 1.267 0.449 -0.01
H 5.655 1.945 1.393 0.00
H 4.542 -0.262 1.198 0.00
H 2.116 -0.389 0.862 0.00
H 1.864 3.886 0.942 0.00
H 4.306 4.015 1.275 0.00
H -1.900 4.607 1.167 0.00
H -4.387 4.434 0.968 0.00
H -5.406 2.260 0.418 0.00
H -4.029 0.271 0.065 0.00
Cl -3.011 -2.131 1.994 0.01
C -4.077 -2.441 0.663 0.01
C -5.351 -2.882 0.994 0.00
C -6.263 -3.171 -0.004 0.00
C -5.888 -3.010 -1.328 0.00
C -4.616 -2.567 -1.635 0.00
Cl -4.241 -2.386 -3.323 0.00
C -3.655 -2.263 -0.663 0.01
S -2.063 -1.779 -1.225 0.06
H -5.605 -3.000 2.036 0.00
H -7.253 -3.521 0.245 0.00
H -6.575 -3.222 -2.134 0.00
O 1.227 -3.263 1.412 0.00
C 1.878 -2.798 2.507 0.00
C 2.986 -3.478 3.011 0.00
C 3.656 -3.012 4.126 0.00
C 3.228 -1.856 4.768 0.00
C 2.126 -1.189 4.275 0.00
C 1.436 -1.634 3.145 0.00
C 0.272 -0.801 2.724 0.01
O -0.241 0.035 3.428 0.00
O -0.157 -1.046 1.489 0.05
H 1.637 -4.088 1.130 0.00
H 3.314 -4.386 2.517 0.00
H 4.514 -3.556 4.496 0.00
H 3.747 -1.488 5.640 0.00
H 1.762 -0.291 4.755 0.00
```

Calculated values
HOMO level (alpha / beta), eV: -7.8 / -8.2
F_max, eV/A: 1.1
Multiplicity: 3
Lowest unoccupied orbital energy (alpha / beta), eV: -1.4 / -1.5
Orbital gap (alpha / beta), eV: 6.334 / 6.687

# 2
ORCA calculation (ωB97M-V/def2-TZVPD) on a molecular structure, C32H23BrIrN2O2PS4.

The geometry in XYZ format:
```
66
Properties=species:S:1:pos:R:3:nbo_charge:R:1
Ir -0.415 1.115 -0.243 0.62
Br 4.222 1.676 5.535 0.05
C 2.797 1.683 4.285 -0.15
C 1.467 1.820 4.749 -0.17
C 0.428 1.793 3.876 -0.27
C 0.619 1.605 2.470 0.52
O -0.443 1.536 1.758 -0.65
C 1.974 1.520 2.011 -0.29
C 2.387 1.425 0.654 0.20
N 1.621 1.268 -0.372 -0.49
C 2.106 1.167 -1.705 0.12
C 3.410 1.262 -2.102 -0.21
C 3.757 1.140 -3.467 -0.18
C 2.803 0.934 -4.418 -0.19
C 1.443 0.836 -4.041 -0.09
C 0.391 0.644 -4.973 -0.11
C -0.891 0.564 -4.534 -0.25
C -1.158 0.669 -3.148 0.10
N -0.207 0.845 -2.270 -0.40
C 1.103 0.943 -2.688 0.20
C 3.039 1.560 2.960 -0.16
H 1.285 1.954 5.807 0.23
H -0.594 1.895 4.215 0.23
H 3.464 1.471 0.494 0.18
H 4.197 1.443 -1.383 0.22
H 4.798 1.223 -3.750 0.23
H 3.068 0.852 -5.464 0.22
H 0.627 0.579 -6.029 0.22
H -1.718 0.430 -5.216 0.24
H -2.163 0.611 -2.745 0.25
H 4.059 1.486 2.602 0.22
O -5.397 5.734 -0.916 -0.57
C -4.527 4.917 -0.792 0.20
S -2.795 5.304 -0.836 0.33
C -2.229 3.664 -0.614 -0.39
C -3.145 2.708 -0.474 -0.42
S -2.763 1.004 -0.236 -0.16
S -4.827 3.186 -0.533 0.32
S -0.487 3.381 -0.604 -0.14
C 1.503 -1.788 -0.149 -0.96
P -0.191 -1.189 0.168 1.08
C -0.392 -1.523 1.962 -0.39
C 0.597 -2.150 2.716 -0.14
C 0.430 -2.352 4.081 -0.23
C -0.736 -1.937 4.703 -0.19
C -1.731 -1.316 3.959 -0.20
C -1.558 -1.101 2.601 -0.19
C -1.164 -2.476 -0.668 -0.27
C -2.023 -3.341 0.001 -0.21
C -2.703 -4.324 -0.707 -0.20
C -2.536 -4.448 -2.077 -0.20
C -1.691 -3.577 -2.754 -0.20
C -1.015 -2.593 -2.052 -0.22
H 1.567 -2.854 0.068 0.24
H 2.209 -1.238 0.468 0.24
H 1.760 -1.631 -1.198 0.24
H 1.512 -2.492 2.252 0.20
H 1.215 -2.829 4.654 0.22
H -0.868 -2.090 5.767 0.22
H -2.640 -0.977 4.440 0.22
H -2.328 -0.581 2.044 0.25
H -2.161 -3.256 1.070 0.23
H -3.368 -4.996 -0.179 0.22
H -3.066 -5.219 -2.621 0.22
H -1.563 -3.663 -3.825 0.22
H -0.365 -1.907 -2.587 0.21
```

Calculated values
HOMO level, eV: -6.5
F_max, eV/A: 1.1
Lowest unoccupied orbital energy, eV: -1.3
Orbital gap, eV: 5.268

# 3
ORCA calculation (ωB97M-V/def2-TZVPD) on a molecular structure, C32H23FO3PW.

The geometry in XYZ format:
```
61
Properties=species:S:1:pos:R:3:lowdin_spin:R:1
W -0.406 0.491 -0.900 1.56
O -2.598 1.409 -0.942 0.14
C -2.120 1.075 0.136 0.02
C -2.851 0.681 1.356 0.00
C -3.902 1.319 1.990 0.00
C -4.501 0.677 3.066 0.00
C -4.084 -0.592 3.459 0.00
C -3.044 -1.238 2.803 0.00
C -2.402 -0.575 1.766 0.00
P -0.990 -1.195 0.818 0.02
C 0.497 -0.519 1.545 0.00
C 0.458 0.672 2.185 0.03
C 1.676 1.377 2.586 0.00
C 2.876 0.823 2.417 0.02
C 3.086 -0.529 1.824 0.00
C 1.814 -1.149 1.177 0.00
C -0.961 -2.971 0.806 0.00
C -1.440 -3.659 -0.307 0.00
C -1.473 -5.046 -0.289 0.00
C -1.027 -5.734 0.829 0.00
C -0.535 -5.051 1.935 0.00
C -0.500 -3.666 1.927 0.00
H -4.253 2.286 1.655 0.00
H -5.314 1.156 3.594 0.00
H -4.582 -1.083 4.285 0.00
H -2.745 -2.235 3.101 0.00
H -0.497 1.112 2.447 0.00
H 1.574 2.348 3.050 0.00
H 3.756 1.362 2.753 0.00
H 3.602 -1.161 2.548 0.00
H 1.784 -2.230 1.311 0.00
H -1.775 -3.121 -1.186 0.00
H -1.841 -5.586 -1.151 0.00
H -1.055 -6.816 0.839 0.00
H -0.177 -5.597 2.797 0.00
H -0.113 -3.129 2.787 0.00
O -0.523 -0.109 -4.896 0.00
C -0.539 0.537 -3.896 0.01
O -0.685 -0.101 -2.678 0.08
C -0.343 2.014 -3.847 0.01
C -0.200 2.740 -2.679 0.02
C -0.053 4.116 -2.651 0.00
C -0.042 4.793 -3.866 0.00
C -0.169 4.090 -5.055 0.00
C -0.318 2.712 -5.051 0.00
H -0.185 2.324 -1.651 0.02
H 0.050 4.642 -1.712 0.00
H 0.066 5.870 -3.881 0.00
H -0.157 4.622 -5.997 0.00
H -0.426 2.153 -5.971 0.00
F 5.770 0.687 0.264 0.00
C 4.472 0.651 -0.072 0.01
C 3.753 -0.551 0.407 0.01
C 2.358 -0.775 -0.233 0.02
C 1.699 0.483 -0.759 0.03
C 2.451 1.577 -0.981 0.01
C 3.902 1.640 -0.742 0.00
H 4.397 -1.425 0.304 0.00
H 2.304 -1.581 -0.967 0.00
H 1.999 2.488 -1.353 0.00
H 4.482 2.497 -1.053 0.00
```

Calculated values
HOMO level (alpha / beta), eV: -10.8 / -11.1
F_max, eV/A: 0.9
Multiplicity: 3
Net charge: +1
Lowest unoccupied orbital energy (alpha / beta), eV: -3.6 / -4.0
Orbital gap (alpha / beta), eV: 7.276 / 7.040

# 4
ORCA calculation (ωB97M-V/def2-TZVPD) on a molecular structure, C32H23N3OV.

The geometry in XYZ format:
```
60
Properties=species:S:1:pos:R:3:nbo_charge:R:1
V -0.065 0.866 0.812 1.28
C -0.339 4.214 3.516 -0.27
C -0.150 3.430 2.373 0.13
N -0.543 2.170 2.322 -0.46
C -1.172 1.605 3.397 0.22
C -1.358 2.311 4.593 -0.10
C -0.925 3.653 4.622 -0.07
C -1.960 1.638 5.683 -0.19
C -2.319 0.331 5.537 -0.17
C -2.149 -0.367 4.317 -0.23
C -1.618 0.264 3.215 0.15
N -1.363 -0.216 1.931 -0.66
C -2.141 -1.160 1.273 0.15
C -3.156 -1.969 1.736 -0.24
C -3.816 -2.872 0.872 -0.17
C -3.498 -2.977 -0.450 -0.21
C -2.495 -2.134 -0.980 -0.09
C -2.130 -2.095 -2.341 -0.06
C -1.193 -1.194 -2.783 -0.27
C -0.606 -0.318 -1.867 0.12
N -0.911 -0.355 -0.581 -0.46
C -1.835 -1.246 -0.116 0.22
H -0.010 5.242 3.510 0.25
H 0.327 3.824 1.485 0.23
H -1.066 4.233 5.526 0.24
H -2.113 2.163 6.617 0.23
H -2.751 -0.201 6.374 0.23
H -2.418 -1.410 4.285 0.22
H -3.484 -1.915 2.759 0.22
H -4.601 -3.491 1.285 0.23
H -4.012 -3.669 -1.104 0.23
H -2.613 -2.772 -3.034 0.23
H -0.911 -1.134 -3.823 0.25
H 0.114 0.430 -2.171 0.24
C 4.944 -3.407 3.112 -0.16
C 3.617 -3.742 3.341 -0.22
C 2.615 -2.891 2.913 -0.17
C 2.917 -1.705 2.234 -0.05
C 4.260 -1.375 2.018 -0.18
C 5.261 -2.223 2.459 -0.21
C 1.785 -0.879 1.813 -0.10
C 1.754 0.185 0.970 -0.27
C 2.876 0.730 0.181 -0.02
C 3.461 1.946 0.522 -0.23
C 4.514 2.449 -0.228 -0.18
C 4.979 1.751 -1.333 -0.21
C 4.388 0.545 -1.686 -0.20
C 3.342 0.036 -0.933 -0.22
H 5.734 -4.065 3.449 0.23
H 3.367 -4.659 3.856 0.23
H 1.576 -3.143 3.097 0.21
H 4.526 -0.456 1.519 0.23
H 6.296 -1.957 2.292 0.23
H 0.847 -1.194 2.263 0.22
H 3.100 2.493 1.385 0.21
H 4.971 3.390 0.051 0.22
H 5.798 2.146 -1.919 0.23
H 4.745 -0.004 -2.548 0.22
H 2.892 -0.915 -1.197 0.22
O 0.067 2.038 -0.229 -0.44
```

Calculated values
HOMO level, eV: -10.5
F_max, eV/A: 0.7
Net charge: +1
Lowest unoccupied orbital energy, eV: -4.2
Orbital gap, eV: 6.277

| no. | electronic energy (eV) |
| --- | --- |
| 1 | -90061.55744 |
| 2 | -166148.10970 |
| 3 | -53522.34472 |
| 4 | -65758.74100 |